[1]
Here is a cluster of 2 separate species, C19H22Br3O4PS2 in total at a distorted geometry from the OMol25 dataset. Energies are from ωB97M-V/def2-TZVPD.

Summary:
* E_LUMO: -2.527 eV
* SMILES: CCSCc1c(Br)cc2c(c1CCCC(=O)O)C(=O)C([PH2]=S)=CC2=O.BrCCBr
* HOMO: -8.94 eV
* net charge: 0
* frontier orbital gap: 0.2356 Ha
* DFT total energy: -9897.3632 a.u.

Geometry (Å):
C -3.7973 3.9428 0.3449
C -2.2194 3.4195 0.2240
S -1.1304 4.0981 1.5886
C 0.6756 3.5155 1.3678
C 0.6443 2.1161 0.5142
C 0.6767 2.2531 -1.1423
Br 0.8059 4.0785 -2.0433
C 0.6269 0.9164 -2.0942
C 0.5366 -0.5416 -1.3291
C 0.5000 -0.7121 0.3337
C 0.5808 0.6441 1.3050
C 0.5960 0.5334 2.9420
C -0.8842 0.5420 3.6475
C -0.6066 0.7668 5.2810
C -0.5562 2.3591 5.6914
O 0.5044 3.1577 5.4249
O -1.7232 2.9119 6.4190
C 0.3823 -2.2503 0.8898
O 0.1725 -2.5923 2.1918
C 0.4625 -3.5577 -0.1502
P 0.4667 -5.3538 0.6041
S 2.3187 -5.6839 1.1566
C 0.4964 -3.3800 -1.6272
C 0.5047 -1.8787 -2.2908
O 0.5277 -1.7541 -3.6267
H -4.3890 3.6385 -0.6317
H -4.3270 3.4184 1.2636
H -3.7805 5.1157 0.4437
H -2.2671 2.2279 0.2376
H -1.8708 3.7257 -0.8553
H 1.0972 3.3968 2.4533
H 1.2588 4.3920 0.8468
H 0.6594 1.0458 -3.2729
H 1.2290 1.4362 3.3995
H 1.2106 -0.4421 3.2455
H -1.6242 1.3547 3.2449
H -1.3178 -0.5637 3.5591
H 0.4953 0.3432 5.4526
H -1.3062 0.1091 5.9559
H -1.9360 2.1875 7.1031
H -0.4895 -5.4534 1.6928
H -0.0039 -6.2278 -0.4401
H 0.5184 -4.3507 -2.3001
Br 4.1261 -3.5965 -7.4497
C 2.5365 -2.4727 -7.5664
C 1.4574 -2.9518 -6.6235
Br 0.5557 -4.5321 -7.3266
H 2.2257 -2.4673 -8.6148
H 2.8755 -1.4712 -7.2873
H 0.6715 -2.1981 -6.5218
H 1.8336 -3.2143 -5.6307

Force components x, y, z for each atom (eV/Å):
0.637 -0.049 0.316
-1.303 -1.370 -1.850
-0.147 -0.419 -0.369
0.084 -0.807 -0.748
0.480 -1.666 -1.496
-0.170 -4.350 1.679
-0.160 -2.486 1.266
-0.101 0.048 4.280
0.114 1.925 1.022
0.179 2.388 -1.660
-0.179 -0.121 -3.808
0.791 0.550 -0.346
0.357 -0.933 0.897
1.244 0.002 -0.191
4.004 3.465 -0.350
-7.226 -5.239 1.433
2.909 -2.947 -0.403
-0.843 -1.723 4.561
1.258 2.463 -7.864
-0.877 2.030 -3.641
1.354 1.388 0.231
-0.734 -0.151 -0.164
-0.133 0.363 3.765
0.463 0.423 -4.305
-0.194 -0.710 7.825
1.407 0.619 1.984
1.126 1.340 -1.843
-0.280 -2.399 -0.081
0.325 2.568 0.097
-0.403 -0.485 2.244
-0.936 -0.012 -2.116
-1.073 -2.105 0.734
-0.091 -0.558 2.907
-1.478 -1.778 -1.238
-1.660 1.979 -0.807
1.576 -1.617 0.576
0.728 2.569 -0.017
-2.381 1.097 -0.171
1.061 1.657 -1.362
0.164 1.475 -1.607
0.316 0.326 -1.100
-0.117 0.757 0.471
-0.073 2.485 1.203
-0.086 0.031 -0.089
0.190 0.113 0.068
-0.220 0.081 -0.025
0.070 0.012 0.089
0.003 -0.060 0.302
-0.119 -0.179 0.009
0.201 -0.114 0.004
-0.056 0.128 -0.314

[2]
Here is the molecule C19H22ClN3O2S2 from the OMol25 dataset. Energies are from ωB97M-V/def2-TZVPD.

Summary:
* E_LUMO: 0.063 eV
* SMILES: CC1(C)[C@H]2CC[C@]1(C)C(=O)N(CSC(=S)N/N=C\c1ccccc1Cl)C2=O
* HOMO: -8.43 eV
* net charge: 0
* relative energy (zero: lowest compared OMol25 entry of this formula, charge and spin): 0.0 kcal/mol
* frontier orbital gap: 0.3123 Ha
* DFT total energy: -2308.5573 a.u.

Geometry (Å):
C 3.7118 0.6495 -2.3265
H 3.9724 1.6867 -2.5209
C 3.4980 0.4517 -0.8323
C 2.5267 1.5085 -0.3304
O 2.3573 2.5673 -0.8769
N 1.9035 1.2308 0.8872
C 2.1804 0.1299 1.6808
O 1.6526 -0.0056 2.7570
C 3.2147 -0.8084 1.1188
H 3.1521 -1.7508 1.6648
C 3.0352 -0.9552 -0.3994
C 1.6004 -1.2895 -0.8069
H 1.2593 -2.1731 -0.2706
H 0.9067 -0.4794 -0.6038
H 1.5540 -1.5005 -1.8729
C 3.9438 -2.0650 -0.9333
H 4.9903 -1.8796 -0.7149
H 3.8280 -2.1651 -2.0091
H 3.6628 -3.0117 -0.4763
C 4.5883 -0.1258 1.2853
H 5.3667 -0.8789 1.4006
H 4.6046 0.5008 2.1775
C 4.7828 0.6887 -0.0013
H 5.6502 0.3441 -0.5636
H 4.9251 1.7511 0.1976
C 0.9242 2.1707 1.3756
H 0.7412 2.9033 0.5867
H 1.2707 2.6475 2.2947
S -0.6552 1.3881 1.8459
C -1.4415 1.2372 0.2880
N -2.6900 0.7259 0.3947
N -3.1740 0.4109 1.5934
C -4.3488 -0.0395 1.7661
C -5.4033 -0.2862 0.7684
C -5.8558 0.6830 -0.1291
C -6.8473 0.3934 -1.0534
C -7.4037 -0.8720 -1.0925
C -6.9855 -1.8413 -0.1942
C -6.0032 -1.5458 0.7299
H -5.6710 -2.2970 1.4313
H -7.4289 -2.8250 -0.2125
H -8.1721 -1.0955 -1.8163
H -7.1798 1.1626 -1.7324
Cl -5.2357 2.3077 -0.0578
H -4.5727 -0.3197 2.7870
H -3.2286 0.6168 -0.4660
S -0.8133 1.6162 -1.1773
H 2.7964 0.4276 -2.8690
H 4.5105 0.0104 -2.6914

Force components x, y, z for each atom (eV/Å):
-0.086 0.079 0.249
0.015 0.026 -0.075
0.195 0.062 -0.372
0.177 -0.172 0.008
0.062 0.147 -0.176
-0.251 0.267 0.161
0.356 -0.332 -0.229
0.058 -0.023 0.329
-0.009 -0.127 0.084
-0.110 0.069 -0.012
-0.118 -0.133 0.043
0.132 0.074 0.040
-0.044 -0.135 0.015
-0.126 0.013 0.000
-0.042 -0.037 -0.116
-0.065 0.268 0.113
0.207 -0.024 0.006
0.024 -0.025 -0.115
-0.020 -0.109 0.044
0.098 -0.038 0.130
0.003 0.012 0.034
0.068 -0.059 0.031
0.066 0.033 -0.028
0.012 0.013 -0.036
0.069 0.003 -0.058
-0.610 0.063 0.011
0.090 -0.084 0.239
-0.061 -0.017 -0.066
0.075 0.207 -0.083
0.260 0.170 0.147
-0.397 -0.134 -0.734
0.041 -0.154 0.811
0.024 0.033 0.017
-0.021 0.101 -0.345
-0.017 -0.019 0.125
0.007 0.024 -0.065
0.046 0.047 0.039
-0.036 -0.069 0.029
0.046 0.111 -0.060
0.025 -0.077 0.074
-0.029 -0.086 -0.004
-0.069 -0.009 -0.067
-0.016 0.086 -0.045
-0.158 -0.032 -0.042
-0.016 0.004 0.124
0.217 0.025 0.233
-0.065 0.070 -0.245
-0.083 -0.009 -0.147
0.076 -0.101 -0.015

[3]
Here is a structure of composition C19H22CoIN4O4S2 at a distorted geometry from the OMol25 dataset. Energies are from ωB97M-V/def2-TZVPD.

Summary:
* E_LUMO (spin up / spin down): 1.096 / 1.094 eV
* <S²>: 3.76
* HOMO (spin up / spin down): -3.31 / -3.48 eV
* multiplicity: 4
* net charge: -1
* relative energy (zero: lowest compared OMol25 entry of this formula, charge and spin): 25.9 kcal/mol
* frontier orbital gap (spin up / spin down): 0.1619 / 0.1683 Ha
* DFT total energy: -3734.2265 a.u.

Geometry (Å):
Co 1.2213 0.4969 0.2665
N -0.8818 -0.2604 0.0403
C -0.7591 -1.6340 -0.4363
C -1.9931 -2.5207 -0.2502
C -3.3102 -2.1296 -0.9398
C -3.3814 -2.3477 -2.4581
N -2.6140 -1.4533 -3.3244
C -2.8632 -0.1446 -3.4140
N -3.9787 0.3613 -2.8490
N -2.0451 0.6433 -4.1022
C 0.4795 -2.3200 0.2342
O 0.4590 -3.5489 0.3168
O 1.4044 -1.5306 0.5891
H -1.2483 -0.1987 0.9929
H -1.5010 0.2897 -0.5423
H -0.4744 -1.5766 -1.4903
H -2.1970 -2.5580 0.8230
H -1.7052 -3.5298 -0.5536
H -3.5822 -1.1017 -0.6910
H -4.0867 -2.7775 -0.5240
H -4.4250 -2.2784 -2.7846
H -3.0527 -3.3639 -2.6719
H -1.6512 -1.7093 -3.4970
H -4.7659 -0.2534 -2.7162
H -4.2076 1.3110 -3.0961
H -1.0286 0.5431 -3.8723
H -2.2498 1.6302 -4.0014
S 3.2639 1.5652 0.2988
C 3.7265 1.6502 -1.3834
C 4.9950 2.1364 -1.7277
C 5.4245 2.1722 -3.0423
C 4.5839 1.7365 -4.0601
C 3.3097 1.2936 -3.7477
C 2.8675 1.2448 -2.4247
S 1.2497 0.6856 -2.0471
H 5.6438 2.4779 -0.9306
H 6.4186 2.5343 -3.2800
H 4.9226 1.7340 -5.0902
H 2.6376 0.9743 -4.5373
I 1.4519 0.5533 8.9890
C 0.8824 0.7128 6.9581
C -0.3969 1.1462 6.6543
C -0.7667 1.2405 5.3210
C 0.1342 0.9286 4.3110
C 1.4178 0.5120 4.6412
C 1.7965 0.3896 5.9708
C -0.2976 0.9866 2.8587
O -1.4946 0.7607 2.6075
O 0.6300 1.2571 2.0400
H -1.0958 1.3962 7.4409
H -1.7684 1.5532 5.0561
H 2.1139 0.2757 3.8465
H 2.7881 0.0441 6.2291

Force components x, y, z for each atom (eV/Å):
0.134 -0.384 -0.016
-0.228 -0.304 -0.082
-0.048 -0.101 0.019
-0.075 0.054 -0.120
0.450 0.122 -0.041
-0.350 -0.207 0.378
0.348 0.769 0.516
-0.566 -1.223 0.461
-0.005 0.028 -0.707
1.586 1.028 0.550
0.005 0.150 -0.053
0.048 -0.043 -0.026
-0.291 -0.003 0.130
-0.021 0.114 0.038
0.071 0.125 -0.032
0.048 -0.002 -0.170
0.010 -0.097 0.011
-0.039 -0.027 0.103
-0.040 0.050 0.055
-0.101 0.092 -0.034
0.022 -0.147 -0.044
0.038 0.053 -0.174
0.045 -0.048 -0.183
0.061 0.012 0.224
-0.080 -0.021 0.116
-0.361 -0.266 -0.297
-0.073 -0.007 -0.156
0.287 0.281 0.198
0.024 -0.035 0.050
-0.068 -0.054 -0.091
0.077 0.033 -0.028
0.015 0.000 -0.101
0.046 0.026 0.071
-0.044 0.097 -0.135
-0.798 -0.111 -0.878
0.014 -0.033 0.018
0.010 0.003 0.028
-0.017 0.050 -0.005
0.004 -0.036 0.039
-0.068 0.010 -0.256
0.096 0.001 0.351
-0.010 0.016 -0.008
-0.015 -0.039 0.033
-0.066 -0.027 0.007
0.001 0.041 -0.022
0.030 -0.023 -0.010
0.164 0.091 -0.080
-0.020 0.031 0.025
-0.247 -0.046 0.403
0.007 0.008 0.002
0.004 -0.037 -0.057
-0.016 0.022 -0.016
0.003 0.015 -0.004